(1)
The following is a quantum chemistry calculation of the molecule C2H8N4S, from the OMol25 dataset.

Structure (XYZ):
```
15
Properties=species:S:1:pos:R:3:forces:R:3
C 1.06310 -1.77474 -0.21473 -0.7891 -1.0626 3.0625
N 1.07828 -0.44968 0.52987 -2.3483 0.1653 0.7339
N 0.77395 0.65572 -0.34399 1.6731 1.1918 -1.3514
C -0.14194 1.63235 -0.11545 0.1947 0.5252 -0.5946
S -0.03153 3.20609 -0.62263 0.9367 0.4329 -0.1395
N -1.29433 1.28235 0.42967 -1.4746 -1.0228 1.8189
N -1.87861 0.02312 0.16654 1.6254 -2.1468 0.4759
H 1.71639 -1.75550 -1.08503 -0.9059 0.4928 -0.5450
H -0.10600 -2.23482 -0.29458 3.5668 0.9548 -0.3145
H 1.78317 -2.41268 0.47024 -2.1127 0.6586 -0.9869
H 0.25738 -0.39669 1.28150 2.7215 -0.4119 -1.8834
H 1.60478 1.13779 -0.78969 -1.0002 -1.2566 0.9356
H -1.90147 2.03065 0.77829 0.2618 -0.7342 -0.6216
H -1.64323 -0.16334 -0.81701 -0.5287 0.1099 0.1127
H -1.27995 -0.78062 0.62701 -1.8205 2.1037 -0.7027
```
Positions in Å, forces in eV/Å.

Summary:
ΔE to the lowest compared entry with this formula, charge and spin = 198.2 kJ/mol
SMILES = CNNC(=S)NN
LUMO level = 0.0203 Eh
Spin multiplicity = 1
HOMO = -8.162 eV

---

(2)
The following is a quantum chemistry calculation of a structure of composition C16H34Br6Cl6O8P2, from the OMol25 dataset.

Structure (XYZ):
```
72
Properties=species:S:1:pos:R:3:forces:R:3
C 6.12549 0.73664 -2.92145 -0.2189 -0.0860 0.6775
Br 6.20512 2.68598 -3.03944 -0.2088 -0.7664 -0.4938
Br 4.72054 -0.17228 -3.90880 0.5261 0.4766 0.0520
Br 5.96467 0.31265 -1.01458 0.2041 -0.0809 -0.5619
H 7.02607 0.27725 -3.30462 0.2181 0.3888 0.1789
C -2.91395 3.26975 -2.89370 -0.6780 0.2084 0.4913
Br -2.88656 4.53804 -1.38762 0.0601 -0.6054 -0.3952
Br -3.98578 4.04621 -4.31516 0.3677 -0.3140 0.1826
Br -3.59100 1.50402 -2.37187 0.4003 0.8886 -0.0973
H -1.88505 3.16179 -3.20910 -0.0974 -0.0713 -0.1504
C 2.63587 -0.23705 0.32574 0.0101 0.2148 -0.6167
C 2.53918 -0.63184 1.81334 0.4326 1.1707 -1.5854
O 1.30508 -0.11977 2.30589 -0.7456 0.6548 0.4702
P 1.12587 0.76432 3.64642 0.2463 -1.9365 -0.3084
O 2.34387 1.49570 4.02800 -0.6820 0.1885 -0.0414
O -0.25528 1.53507 3.39169 0.2073 -0.3966 0.9817
C -0.28735 2.76484 2.63088 1.5511 -0.3727 -1.0065
C -0.62377 2.40180 1.18900 0.1515 -0.0445 -0.3416
O 0.67150 -0.40905 4.65048 -0.9203 0.6833 -0.4280
C 1.46194 -0.85320 5.75845 1.4883 0.4198 -0.5331
C 0.94490 -2.13291 6.37651 -0.8640 0.2814 -0.4545
H 1.71884 -0.19095 -0.26397 -0.4696 -0.2051 0.7631
H 3.06382 0.76531 0.24829 0.0457 0.0190 0.0169
H 3.24486 -0.88846 -0.30502 0.3319 -0.1720 0.4973
H 2.65511 -1.70677 1.91841 -0.4087 -0.0325 0.4625
H 3.35423 -0.06609 2.26353 0.0845 -0.4789 0.5661
H -0.87932 3.57938 3.04491 -0.6587 -0.7281 0.4509
H 0.73285 3.15422 2.71516 0.0016 0.1507 -0.4383
H -0.43247 3.25089 0.52978 -0.1879 0.0580 0.0417
H -0.00437 1.57767 0.82682 0.3398 0.1559 0.2474
H -1.63076 2.02127 1.01008 -0.2381 0.4070 0.3782
H 2.45792 -1.06236 5.34987 0.0817 0.1327 0.2394
H 1.56278 0.02085 6.40473 -0.0550 -0.4396 0.5099
H 1.52336 -2.42972 7.24819 -0.0271 0.2635 0.1228
H -0.11196 -2.00280 6.61883 0.0702 -0.1174 0.3483
H 0.98984 -2.96428 5.67172 0.1001 0.1352 -0.1570
C -2.13854 -1.84604 3.59399 1.2893 -0.4408 1.5043
C -2.19740 -0.97301 2.37844 -1.5618 0.0095 1.7899
O -2.86482 -1.76327 1.37100 0.0073 0.2894 -1.2419
P -2.02301 -2.33972 0.15922 0.2266 1.1051 -0.3979
O -0.63957 -2.64111 0.50364 0.3138 -0.5071 -0.2118
O -2.86551 -3.56615 -0.41761 0.2622 0.8214 0.4213
C -4.28307 -3.42691 -0.50844 -1.3176 -1.0529 0.3695
C -4.82450 -4.66008 -1.20557 0.4360 0.2115 -0.8971
O -2.13755 -1.17215 -0.97235 -0.6799 -0.7459 1.3194
C -1.61038 -1.43437 -2.26798 1.0420 1.1938 0.1663
C -2.65842 -1.86345 -3.23313 -0.1557 -0.7957 -2.1837
H -1.69651 -1.30319 4.44054 0.4405 0.0642 -0.4174
H -3.08025 -2.13458 4.06410 -0.4277 -0.1060 -0.8958
H -1.52922 -2.73402 3.40959 -0.0613 -0.0115 0.1094
H -2.89072 -0.20590 2.74480 -0.0302 0.3585 -1.0789
H -1.25714 -0.49897 2.11520 0.0575 -0.4736 -0.4684
H -4.73783 -3.43721 0.48556 0.4007 0.4571 0.1425
H -4.61366 -2.53754 -1.04703 0.4052 0.2046 0.0984
H -5.90092 -4.77005 -1.08541 0.0152 0.0724 0.1605
H -4.62596 -4.54467 -2.27488 -0.0515 -0.2983 -0.0290
H -4.30911 -5.55739 -0.86707 -0.1032 0.0062 0.1427
H -1.16579 -0.48944 -2.59633 -0.5277 0.2059 -0.0265
H -0.67997 -2.00209 -2.15479 -0.5336 -0.8924 -0.2535
H -3.03393 -2.88648 -3.17545 -0.0358 0.0733 0.6606
H -3.48893 -1.18146 -3.42217 -0.0892 0.1443 0.9678
H -2.26664 -1.85234 -4.26077 0.6128 -0.0536 0.1856
C 2.02739 1.60603 -3.19840 -0.7466 -0.5831 0.0511
Cl 2.05229 1.99936 -4.92655 -0.0538 -0.0169 0.2936
Cl 1.56008 -0.12627 -2.96983 0.3793 0.7672 -0.2720
Cl 0.85122 2.56722 -2.31123 -0.1069 0.3402 -0.0205
H 2.99347 1.83624 -2.76617 0.1170 -0.3878 -0.1004
C 3.76165 5.08834 -6.15425 0.1189 0.1498 0.7050
Cl 2.92199 6.30601 -7.09177 0.0286 -0.1883 -0.6315
Cl 4.15154 5.83966 -4.60450 0.2692 -0.0345 0.4875
Cl 5.23225 4.42379 -6.88160 -0.4367 0.1687 -0.1549
H 3.08136 4.28510 -5.90421 0.0379 -0.1046 -0.3641
```
Positions in Å, forces in eV/Å.

Summary:
LUMO level = -0.0150 Eh
Spin multiplicity = 1
HOMO = -10.290 eV

---

(3)
The following is a quantum chemistry calculation of a structure of composition C7H21O5, from the OMol25 dataset.

Structure (XYZ):
```
33
Properties=species:S:1:pos:R:3:forces:R:3
C 2.45615 -0.64848 0.88807 -0.8988 1.3214 0.3395
O 3.75334 -0.28579 0.41577 0.9637 -0.3945 0.2787
C 1.33703 0.01516 0.05608 1.0601 0.7283 -0.0787
C 1.70106 1.55307 -0.05201 -0.7906 -2.1192 0.2312
C 0.54641 2.50151 -0.14303 0.8416 1.2914 -0.6342
C 0.69154 3.72813 0.36671 -1.3995 0.4790 0.9276
C -0.59907 2.26670 -1.09461 0.6791 -1.0418 -0.9805
C -1.87705 1.62505 -0.53642 0.8030 0.1571 0.0298
H 2.43667 -0.17807 1.88239 -0.1596 -0.5833 0.0615
H 2.35684 -1.73294 0.95864 0.0027 0.0811 -0.0380
H 0.31416 -0.00956 0.41860 0.2923 -0.8934 0.4684
H 1.40371 -0.55343 -0.88377 -0.4836 0.6603 -0.2635
H 2.30948 1.59311 -0.93285 0.4304 0.7731 -0.6413
H 2.31624 1.78922 0.80667 0.1930 0.2812 0.1269
H -0.09612 4.46941 0.19699 0.0800 -0.2100 -0.1847
H 1.33228 4.06208 1.17866 0.6318 -0.4936 -0.3891
H -0.79289 3.15575 -1.69572 -0.2726 0.4539 0.6048
H -0.23655 1.60272 -1.90208 -0.0170 -0.1497 0.3628
H -2.14775 1.98291 0.45402 -0.0326 0.1887 -0.0036
H -2.63234 1.87100 -1.25008 -0.9359 0.0151 -0.2426
H -1.80026 0.54407 -0.49727 -0.0104 -0.0806 0.0834
H -2.36382 -2.62633 -1.15397 0.9279 0.3709 0.3718
H -3.20105 -1.15590 -1.54089 -0.0412 -0.2603 0.6277
O -3.05333 -1.66956 -0.72408 -0.6056 0.6299 -1.0867
H -1.00120 -3.20675 1.75522 0.0725 0.0107 0.9702
H 0.16827 -4.12754 1.95874 -0.0601 -0.1173 0.2929
O -0.60107 -3.80730 2.44712 0.0058 -0.0988 -0.8182
H 3.85232 0.06439 -0.47157 -0.7906 -0.2171 -0.1235
H -1.73649 -1.37627 0.27395 -0.6563 -0.3875 0.5813
O -1.03194 -1.74512 0.87705 0.4837 0.3742 -0.8107
H -1.76730 -4.11346 -0.89886 0.1983 -0.4197 0.0668
H -0.62027 -2.26616 0.15120 -0.1263 -0.1326 0.2541
O -1.41701 -3.32161 -1.30867 -0.3852 -0.2167 -0.3843
```
Positions in Å, forces in eV/Å.

Summary:
ΔE to the lowest compared entry with this formula, charge and spin = 95.3 kJ/mol
LUMO level = 0.1087 Eh
Spin multiplicity = 1
Charge = -1
HOMO = -5.066 eV

---

(4)
The following is a quantum chemistry calculation of a structure of composition H3NO2, from the OMol25 dataset.

Structure (XYZ):
```
6
Properties=species:S:1:pos:R:3:forces:R:3
N 0.45974 0.05876 0.54611 -1.4898 0.8445 -3.3347
O -1.43874 -0.55468 -0.97702 -0.1585 -1.4938 0.4429
O -0.09662 -0.29546 -1.03879 2.3794 0.9276 3.1186
H 0.37252 -0.88329 0.81538 0.0154 -1.5913 0.7697
H -0.37531 0.52181 0.95886 0.4854 -0.2750 -0.5604
H -1.75750 0.30011 -1.17262 -1.2318 1.5879 -0.4362
```
Positions in Å, forces in eV/Å.

Summary:
ΔE to the lowest compared entry with this formula, charge and spin = 216.6 kJ/mol
LUMO level = 0.0271 Eh
Spin multiplicity = 1
HOMO = -10.644 eV

---

(5)
The following is a quantum chemistry calculation of the molecule C4H4O2, from the OMol25 dataset.

Structure (XYZ):
```
10
Properties=species:S:1:pos:R:3:forces:R:3
C 2.91686 0.01716 -0.25896 -0.5819 0.1549 -0.1532
C 1.72483 0.16535 -0.17936 0.7180 -0.5188 0.2013
C 0.35513 -0.14488 0.19663 0.0675 -0.1822 0.2004
O 0.11640 -0.97963 1.03454 -0.0245 0.2705 -0.2273
O -0.56922 0.54439 -0.46912 0.3455 0.0391 0.0140
C -1.89432 0.19996 -0.06456 -0.2317 -0.0383 0.0526
H 3.96154 -0.16016 -0.34963 0.0503 0.2015 -0.0450
H -2.54405 0.91081 -0.56991 -0.0205 -0.1323 0.0805
H -2.10453 -0.83090 -0.36218 -0.1171 0.1867 0.0459
H -1.96263 0.27791 1.02255 -0.2056 0.0190 -0.1691
```
Positions in Å, forces in eV/Å.

Summary:
ΔE to the lowest compared entry with this formula, charge and spin = 153.6 kJ/mol
SMILES = C#CC(=O)OC
LUMO level = 0.0293 Eh
Spin multiplicity = 1
HOMO = -10.579 eV